[1]
46
Properties=species:S:1:pos:R:3 method="wB97M-V/def2-TZVPD" e_lumo_ev=-0.99 gap_ha=0.1811 total_charge=0 fmax_ev_per_a=0.60 mol_weight_g_mol=266.5 total_energy_ev=-38896.026
C 1.894 1.422 2.635
C 1.408 2.608 1.774
P 0.344 3.754 2.643
C -1.421 3.793 2.026
N -1.881 2.622 1.365
C -1.994 1.422 2.208
H 2.886 1.124 2.310
H 1.921 1.616 3.707
H 1.209 0.594 2.464
H 0.870 2.201 0.915
H 2.262 3.163 1.387
H 0.337 3.407 3.991
H 0.916 5.024 2.600
H -2.021 3.945 2.926
H -1.543 4.689 1.417
H -1.357 2.418 0.523
H -2.078 1.712 3.257
H -2.885 0.863 1.936
H -1.153 0.738 2.092
C 3.183 -2.035 -2.599
Si 1.468 -1.415 -2.104
C 0.835 -0.406 -3.585
C 1.769 -0.140 -0.708
N 0.504 -2.665 -1.613
Si -1.064 -2.595 -1.085
C -2.329 -1.965 -2.357
C -1.334 -1.481 0.455
C -1.658 -4.313 -0.567
H 3.851 -1.224 -2.907
H 3.649 -2.563 -1.764
H 3.092 -2.735 -3.433
H 1.602 0.270 -3.980
H -0.033 0.205 -3.319
H 0.537 -1.083 -4.388
H 2.039 -0.684 0.202
H 0.845 0.421 -0.515
H 2.564 0.583 -0.933
H -2.222 -0.892 -2.540
H -3.360 -2.139 -2.030
H -2.184 -2.485 -3.306
H -0.580 -1.708 1.215
H -2.326 -1.632 0.899
H -1.250 -0.425 0.180
H -1.018 -4.711 0.223
H -1.606 -4.991 -1.421
H -2.690 -4.307 -0.200

***

[2]
67
Properties=species:S:1:pos:R:3 method="wB97M-V/def2-TZVPD" e_lumo_ev=-8.86 gap_ha=0.1334 total_charge=+1 fmax_ev_per_a=5.80 mol_weight_g_mol=911.9 total_energy_ev=-264147.482
Be -1.927 -2.573 -2.952
Be -0.493 0.311 -0.312
B -0.679 -0.243 -2.983
H -1.543 -0.362 -2.348
H -0.159 -1.186 -3.050
H -0.961 0.046 -3.983
H -0.036 0.490 -2.520
B -1.496 -2.080 -0.467
H -1.217 -2.171 0.571
H -0.617 -1.818 -1.035
H -1.973 -2.977 -0.832
H -2.196 -1.269 -0.599
B -0.679 2.062 1.498
H -0.602 2.892 2.183
H 0.274 1.612 1.269
H -1.246 1.262 1.948
H -1.150 2.343 0.569
C 4.054 0.137 -0.715
Cl 2.371 0.701 -0.856
Cl 4.349 -0.835 -2.164
H 4.760 0.967 -0.687
H 4.148 -0.562 0.116
C -2.017 0.105 4.656
Cl -3.038 -0.466 6.054
Cl -1.531 1.764 4.971
H -1.166 -0.575 4.637
H -2.663 0.029 3.781
C 2.700 -4.408 -1.042
Cl 1.325 -3.704 -2.092
Cl 2.113 -5.177 0.393
H 3.164 -5.225 -1.595
H 3.439 -3.672 -0.726
C -3.554 -3.073 2.954
Cl -4.453 -4.620 2.743
Cl -1.949 -3.396 3.720
H -3.557 -2.488 2.034
H -4.142 -2.476 3.651
C -3.904 1.783 0.143
Cl -3.698 0.373 1.130
Cl -2.854 1.812 -1.310
H -4.941 1.913 -0.166
H -3.654 2.667 0.729
C -0.284 3.104 -5.089
Cl 0.667 2.909 -6.560
Cl -1.392 4.515 -5.362
H -0.802 2.198 -4.773
H 0.426 3.389 -4.313
C 0.644 4.621 0.163
Cl 0.413 3.413 -1.144
Cl 1.604 6.046 -0.380
H -0.344 4.943 0.492
H 1.177 4.039 0.915
C 2.047 1.862 3.825
Cl 3.025 1.149 2.515
Cl 2.983 3.059 4.708
H 1.204 2.370 3.357
H 1.756 1.067 4.513
C 1.648 -2.700 2.758
Cl 1.219 -2.162 4.416
Cl 1.176 -1.458 1.565
H 2.706 -2.933 2.638
H 1.205 -3.672 2.542
C 1.962 -0.657 -4.764
Cl 1.901 -2.414 -4.967
Cl 3.327 0.065 -5.606
H 1.043 -0.160 -5.074
H 2.085 -0.505 -3.692

***

[3]
56
Properties=species:S:1:pos:R:3 method="wB97M-V/def2-TZVPD" e_lumo_ev=0.12 gap_ha=0.3536 total_charge=0 smiles="NC(N)=O.NC(N)=O.NC(N)=O.NC(N)=O.CC(C)O.CC(C)O" fmax_ev_per_a=8.66 mol_weight_g_mol=360.4 total_energy_ev=-35094.545 e_above_lowest_kj_mol=0.0
N 2.207 -5.143 3.499
C 0.978 -4.912 3.388
N 0.595 -4.929 2.150
O 0.283 -4.861 4.384
H 2.940 -5.272 2.817
H 2.455 -5.355 4.455
H 1.548 -4.800 1.841
H -0.219 -4.397 1.877
N -0.160 2.061 -3.374
C -1.239 2.293 -4.031
N -1.210 3.430 -4.633
O -2.238 1.554 -4.015
H 0.667 2.639 -3.412
H -0.139 1.091 -3.092
H -0.440 4.070 -4.763
H -2.058 3.696 -5.114
N 3.296 -1.296 -3.841
C 2.039 -0.954 -4.018
N 1.226 -1.688 -3.308
O 1.629 -0.033 -4.698
H 4.097 -0.754 -4.129
H 3.375 -1.993 -3.114
H 0.237 -1.504 -3.213
H 1.563 -2.342 -2.616
N 3.385 1.341 1.959
C 3.753 1.128 3.157
N 2.835 1.212 4.082
O 4.919 0.853 3.336
H 2.863 2.206 1.942
H 4.096 1.195 1.256
H 1.847 1.330 3.911
H 3.224 1.071 5.004
C -3.622 1.394 1.400
C -4.904 1.823 0.832
C -4.656 3.091 0.050
O -5.425 0.739 0.066
H -3.824 0.510 2.006
H -3.174 2.200 1.981
H -2.945 1.155 0.579
H -5.557 2.107 1.658
H -4.155 3.800 0.709
H -5.525 3.664 -0.272
H -4.042 2.981 -0.843
H -6.014 0.198 0.598
C 0.434 0.919 -0.118
C 0.460 -0.378 0.789
C -0.060 -1.696 0.055
O 1.690 -0.759 1.249
H 1.302 0.910 -0.777
H 0.491 1.666 0.674
H -0.409 0.945 -0.808
H -0.204 -0.253 1.644
H 0.590 -1.964 -0.779
H -1.024 -1.421 -0.372
H -0.037 -2.582 0.690
H 2.255 0.016 1.303

***

[4]
54
Properties=species:S:1:pos:R:3 method="wB97M-V/def2-TZVPD" e_lumo_ev=2.95 gap_ha=0.3420 total_charge=-1 fmax_ev_per_a=1.53 mol_weight_g_mol=391.3 total_energy_ev=-100867.745 e_above_lowest_kj_mol=0.0
Br 1.042 -0.198 -1.240
C -0.714 4.290 2.334
C -0.350 2.868 1.974
C -1.596 1.986 1.964
O -2.251 1.789 3.205
C -1.437 1.203 4.199
N 0.300 2.813 0.657
H -1.373 4.734 1.585
H 0.141 4.958 2.488
H -1.181 4.325 3.327
H 0.382 2.525 2.707
H -1.376 1.025 1.477
H -2.355 2.482 1.349
H -1.978 1.238 5.148
H -0.481 1.708 4.324
H -1.284 0.134 3.995
H -0.004 1.946 0.202
H -0.054 3.524 0.022
O 4.253 -0.930 -0.099
H 3.552 -0.686 -0.716
H 4.155 -1.886 -0.046
O 2.778 1.348 1.429
H 2.129 1.967 1.053
H 2.705 0.577 0.852
C -1.200 -2.285 1.591
C -1.661 -2.816 0.244
O -1.818 -1.849 -0.742
O 0.166 -1.977 1.671
H -1.461 -3.029 2.353
H -1.849 -1.426 1.842
H -2.593 -3.375 0.390
H -0.963 -3.629 -0.037
H -0.978 -1.379 -0.912
H 0.400 -1.344 0.969
C 4.010 -4.328 -3.481
C 3.139 -3.123 -3.287
O 2.918 -3.031 -1.865
O 3.328 -5.508 -3.110
H 4.903 -4.164 -2.866
H 4.289 -4.471 -4.524
H 2.197 -3.221 -3.829
H 3.684 -2.223 -3.598
H 2.117 -2.497 -1.752
H 3.100 -5.403 -2.178
C -2.138 2.252 -2.269
C -3.414 1.957 -1.513
O -3.268 0.900 -0.610
O -1.833 1.192 -3.156
H -1.322 2.471 -1.581
H -2.324 3.140 -2.893
H -4.253 1.844 -2.214
H -3.714 2.856 -0.951
H -3.356 0.062 -1.077
H -1.110 0.661 -2.806

***

[5]
64
Properties=species:S:1:pos:R:3 method="wB97M-V/def2-TZVPD" e_lumo_ev=-2.37 gap_ha=0.0827 total_charge=-1 fmax_ev_per_a=3.21 mol_weight_g_mol=588.1 total_energy_ev=-146646.885
Zn 1.034 -2.493 1.807
Zn -2.608 1.087 1.203
C -1.151 4.443 -1.155
C -2.359 3.686 -0.628
O -3.482 4.041 -0.956
O -2.101 2.748 0.225
H -1.220 5.488 -0.880
H -1.072 4.263 -2.232
H -0.214 3.980 -0.843
C -0.871 -3.013 -2.729
C -2.048 -2.049 -2.657
O -2.959 -2.326 -1.834
O -1.992 -0.957 -3.304
H -1.317 -4.006 -2.597
H -0.171 -2.910 -1.895
H -0.259 -3.002 -3.631
C 0.186 0.397 -1.312
C 0.244 -0.160 0.093
O -0.602 0.252 0.907
O 1.052 -1.086 0.459
H 1.113 0.980 -1.425
H -0.654 1.071 -1.379
H 0.251 -0.368 -2.073
C 4.359 1.964 -0.106
C 5.389 2.675 0.794
O 5.509 3.920 0.665
O 6.014 1.969 1.637
H 3.931 1.090 0.384
H 4.924 1.633 -0.982
H 3.586 2.659 -0.425
C -4.551 -2.183 3.360
C -3.741 -1.632 2.197
O -3.099 -0.518 2.366
O -3.763 -2.205 1.116
H -4.005 -2.848 4.028
H -5.415 -2.709 2.951
H -5.030 -1.397 3.948
O 0.054 0.556 4.380
H 0.535 1.078 3.705
H 0.664 -0.171 4.515
O -1.804 1.903 2.905
H -1.146 1.411 3.467
H -1.696 2.840 3.107
O 0.366 0.103 -5.227
H -0.585 -0.036 -5.064
H 0.805 -0.327 -4.491
O 1.909 1.675 2.281
H 1.304 1.286 1.623
H 2.030 2.591 1.991
O 3.023 -1.677 -1.838
H 2.435 -1.544 -1.068
H 3.913 -1.706 -1.469
O 3.084 -2.656 1.615
H 3.851 -2.056 1.696
H 3.451 -3.520 1.360
O -0.939 -2.160 2.122
H -1.465 -2.824 2.598
H -1.496 -1.320 2.117
O -3.057 0.047 -0.489
H -3.562 -0.791 -0.350
H -3.151 0.238 -1.441
O 2.633 -1.921 -4.689
H 2.450 -2.028 -3.736
H 3.487 -1.477 -4.716